ORCA calculation (the ωB97M-V functional and the def2-TZVPD basis) on 7 unconnected molecules or ions with the total composition C43H72F3N2O14PS8 in a non-equilibrium geometry.

## Properties
**Calculated total energy**: -6670.6895 a.u.
**E_HOMO**: -0.3044 Ha
**Multiplicity**: 1
**Kohn-Sham gap**: 7.4 eV

CARTESIAN COORDINATES (ANGSTROEM)
C: 2.949 2.465 -0.142
C: 3.950 1.271 0.174
S: 4.627 0.406 -1.313
C: 3.263 -0.087 -2.465
C: 1.842 -0.171 -1.808
C: 0.709 0.801 -2.110
C: 1.054 1.940 -3.166
C: 1.028 1.219 -4.608
C: 0.230 2.050 -5.705
O: 0.273 3.476 -5.513
C: -0.653 0.688 -1.478
C: -1.737 1.764 -1.862
C: -2.379 1.494 -3.297
N: -3.871 1.564 -3.237
C: -0.959 -0.414 -0.522
C: 0.149 -1.393 -0.223
C: 1.514 -1.274 -0.847
N: 2.583 -2.251 -0.572
C: 2.958 -2.156 0.625
S: 3.133 -1.815 2.225
C: -0.201 -2.582 0.753
O: 0.363 -3.654 0.532
C: -1.248 -2.324 1.871
C: -1.183 -3.032 3.182
C: -0.092 -4.080 3.596
C: -0.649 -5.385 4.294
C: -1.569 -6.293 3.371
C: -1.340 -6.113 1.825
O: -0.119 -6.728 1.334
C: -0.111 -6.640 -0.071
O: -0.933 -7.208 -0.779
C: -2.272 -2.750 4.191
C: -3.405 -1.788 3.923
C: -4.476 -1.645 5.058
C: -4.240 -0.432 6.050
C: -2.915 -0.616 6.885
F: -2.709 -1.926 7.274
F: -1.826 -0.165 6.140
F: -3.022 0.179 8.024
C: -3.457 -1.057 2.598
P: -4.842 0.135 2.192
O: -5.798 -0.619 1.278
O: -4.271 1.539 1.450
O: -5.690 0.643 3.543
C: -2.368 -1.339 1.591
C: -2.339 -0.661 0.164
O: -3.346 -0.348 -0.455
H: 3.043 2.816 -1.215
H: 1.904 2.110 0.102
H: 3.126 3.387 0.491
H: 4.845 1.710 0.711
H: 3.499 0.502 0.860
H: 3.523 -1.128 -2.841
H: 3.300 0.576 -3.376
H: 0.273 2.743 -3.125
H: 2.097 2.334 -3.031
H: 0.510 0.209 -4.537
H: 2.057 1.012 -5.011
H: 0.740 1.837 -6.700
H: -0.812 1.625 -5.799
H: -0.640 3.731 -5.276
H: -2.505 1.849 -1.034
H: -1.240 2.785 -1.900
H: -2.047 0.474 -3.668
H: -2.018 2.317 -3.985
H: -4.190 1.906 -2.332
H: -4.239 0.631 -3.434
H: 0.571 -3.562 4.363
H: 0.595 -4.403 2.768
H: 0.245 -5.999 4.607
H: -1.229 -5.173 5.244
H: -2.677 -6.173 3.573
H: -1.306 -7.373 3.617
H: -1.368 -5.050 1.459
H: -2.205 -6.643 1.307
H: 0.643 -5.988 -0.615
H: -2.245 -3.277 5.188
H: -4.503 -2.592 5.682
H: -5.495 -1.562 4.586
H: -5.113 -0.438 6.775
H: -4.199 0.546 5.500
H: -3.768 2.018 2.152
H: -6.650 0.662 3.378
C: 5.588 -7.258 3.622
S: 4.874 -5.773 4.356
O: 3.520 -5.586 3.758
C: 5.990 -4.612 3.542
H: 5.016 -8.120 3.964
H: 5.536 -7.197 2.534
H: 6.625 -7.360 3.944
H: 5.914 -4.719 2.458
H: 7.014 -4.803 3.867
H: 5.704 -3.600 3.826
C: -3.953 5.821 -0.032
S: -2.709 6.316 -1.241
O: -2.183 5.077 -1.879
C: -1.478 6.855 -0.039
H: -4.808 5.408 -0.567
H: -3.540 5.061 0.635
H: -4.270 6.693 0.541
H: -1.222 6.029 0.627
H: -1.872 7.694 0.537
H: -0.587 7.170 -0.583
C: 3.466 8.177 -0.024
S: 2.276 7.221 -0.986
O: 2.732 5.801 -0.976
C: 2.726 7.923 -2.586
H: 3.390 7.872 1.020
H: 4.477 7.984 -0.386
H: 3.232 9.240 -0.108
H: 3.784 7.747 -2.785
H: 2.516 8.994 -2.585
H: 2.127 7.438 -3.356
C: 1.754 5.814 -6.450
S: 3.513 6.192 -6.538
O: 3.838 7.074 -5.377
C: 3.407 7.244 -8.000
H: 1.578 5.191 -5.577
H: 1.180 6.738 -6.358
H: 1.452 5.271 -7.346
H: 2.728 8.076 -7.811
H: 3.053 6.654 -8.847
H: 4.402 7.630 -8.220
C: 0.286 2.105 4.155
S: -1.421 2.678 4.110
O: -1.958 2.366 2.748
C: -1.032 4.438 4.144
H: 0.284 1.016 4.103
H: 0.836 2.509 3.304
H: 0.750 2.422 5.090
H: -0.397 4.695 3.294
H: -0.525 4.679 5.079
H: -1.965 4.999 4.084
C: -0.733 -9.913 -2.644
S: -1.872 -10.876 -3.657
O: -1.391 -12.288 -3.652
C: -1.382 -10.144 -5.231
H: -0.838 -10.233 -1.608
H: 0.293 -10.083 -2.976
H: -0.983 -8.854 -2.722
H: -0.315 -10.299 -5.397
H: -1.611 -9.077 -5.223
H: -1.947 -10.629 -6.027